1.
16
Properties=species:S:1:pos:R:3:nbo_charge:R:1 method="wB97M-V/def2-TZVPD" e_homo_ev=-11.5 gap_ev=10.66 e_above_lowest_kcal_mol=0.0
H 0.99 0.66 2.42 0.374
N 0.22 0.17 2.05 -0.594
C 0.09 0.41 0.84 0.379
N 0.75 1.35 0.03 -0.085
F 1.53 2.24 0.72 -0.175
C 1.34 1.11 -1.21 0.737
O 2.34 1.63 -1.60 -0.490
N 0.67 0.04 -1.80 -0.099
F 1.12 -0.40 -3.05 -0.151
C -0.49 -0.68 -1.39 0.612
O -1.14 -1.42 -2.08 -0.450
C -0.99 -0.29 -0.02 0.356
F -2.01 0.67 -0.20 -0.319
N -1.50 -1.40 0.66 -0.586
C -1.41 -1.76 1.82 0.931
O -1.49 -2.33 2.80 -0.442



2.
111
Properties=species:S:1:pos:R:3:mulliken_charge:R:1 method="wB97M-V/def2-TZVPD" e_homo_ev=-10.1 charge=+1 gap_ev=7.52 e_above_lowest_kcal_mol=0.0
In 0.03 0.98 -0.31 1.145
F 1.44 -6.88 2.76 -0.281
C 0.93 -5.70 2.48 0.508
C -0.31 -5.34 2.96 0.339
F -1.00 -6.19 3.71 -0.292
C -0.83 -4.09 2.66 -0.019
F -2.03 -3.81 3.17 -0.417
C -0.15 -3.17 1.87 -0.496
P -0.89 -1.50 1.52 1.593
C -1.03 -0.86 3.22 1.175
C 0.06 -0.16 3.72 -0.854
C 0.05 0.34 5.02 -0.493
C -1.06 0.15 5.82 -0.769
C -2.16 -0.55 5.33 -0.677
C -2.15 -1.05 4.04 -0.591
C -2.60 -1.95 1.03 0.598
C -2.88 -3.12 0.34 -0.688
C -4.16 -3.38 -0.13 -0.920
C -5.18 -2.45 0.09 -0.958
C -4.90 -1.28 0.77 -0.673
C -3.62 -1.02 1.23 -0.791
C 1.11 -3.55 1.42 0.032
Br 2.23 -2.39 0.43 0.205
C 1.64 -4.79 1.71 0.163
F 2.85 -5.15 1.27 -0.323
H 0.93 -0.01 3.10 0.334
H 0.91 0.87 5.40 0.500
H -1.08 0.54 6.83 0.413
H -3.03 -0.70 5.96 0.474
H -3.01 -1.60 3.68 0.308
H -2.11 -3.87 0.19 0.646
H -4.37 -4.30 -0.65 0.465
H -6.18 -2.65 -0.27 0.444
H -5.68 -0.55 0.94 0.483
H -3.41 -0.09 1.75 0.233
N 0.28 0.49 -3.63 0.445
P 1.00 -0.34 -2.35 1.430
C 2.78 -0.08 -2.50 0.725
C 3.71 -1.09 -2.23 -0.657
C 5.07 -0.80 -2.25 -1.200
C 5.51 0.48 -2.56 -0.557
C 4.58 1.48 -2.85 -0.731
C 3.23 1.20 -2.82 -0.468
C 0.65 -2.05 -2.78 0.241
C -0.40 -2.71 -2.14 0.791
C -0.74 -4.00 -2.54 -0.833
C -0.04 -4.62 -3.56 -0.777
C 1.00 -3.96 -4.20 -0.904
C 1.34 -2.67 -3.82 -0.614
C -0.23 1.78 -3.54 0.198
C -0.66 2.47 -4.68 -1.108
C -1.16 3.74 -4.52 -0.719
C -1.21 4.31 -3.25 -0.956
C -0.77 3.56 -2.19 -0.648
N -0.30 2.32 -2.33 0.953
H 0.36 0.11 -4.56 0.310
H 3.39 -2.09 -2.01 0.708
H 5.79 -1.58 -2.04 0.488
H 6.57 0.70 -2.58 0.467
H 4.92 2.48 -3.10 0.460
H 2.52 1.99 -3.03 0.138
H -0.95 -2.23 -1.35 -0.393
H -1.56 -4.51 -2.05 0.437
H -0.31 -5.62 -3.86 0.447
H 1.54 -4.45 -5.00 0.470
H 2.16 -2.16 -4.32 0.514
H -0.61 2.00 -5.65 0.543
H -1.50 4.30 -5.39 0.442
H -1.58 5.31 -3.10 0.550
H -0.80 3.94 -1.18 0.419
C -0.16 3.20 2.17 -1.049
Si -1.90 2.95 1.53 1.025
C -2.99 2.43 2.96 -0.804
C -2.49 4.59 0.81 -1.549
N -1.81 1.70 0.30 0.613
C -2.88 1.38 -0.55 0.776
C -2.77 0.40 -1.55 1.184
C -3.83 0.05 -2.37 -0.883
C -5.06 0.67 -2.23 -0.946
C -5.20 1.64 -1.24 -1.270
C -4.14 1.98 -0.41 -0.426
H -0.22 3.93 2.98 0.602
H 0.51 3.61 1.41 0.263
H 0.27 2.28 2.58 -0.005
H -3.06 3.26 3.67 0.509
H -2.55 1.58 3.49 -0.077
H -4.00 2.16 2.67 0.328
H -3.28 5.03 1.43 0.459
H -2.89 4.49 -0.20 0.409
H -1.67 5.31 0.78 0.462
H -1.84 -0.15 -1.67 -0.942
H -3.68 -0.72 -3.11 0.543
H -5.89 0.41 -2.87 0.447
H -6.15 2.13 -1.10 0.451
H -4.31 2.73 0.35 0.292
O 1.79 0.64 1.02 -0.428
C 2.43 1.60 0.47 0.285
O 1.82 2.32 -0.37 -0.797
C 3.87 1.78 0.74 0.359
C 4.53 2.90 0.25 -0.428
C 5.89 3.05 0.46 -0.859
C 6.60 2.06 1.13 -0.492
C 5.92 0.95 1.59 -0.381
C 4.56 0.79 1.42 -0.160
N 6.67 -0.12 2.29 1.110
O 6.03 -1.06 2.70 -0.610
O 7.86 0.05 2.44 -0.627
H 3.96 3.66 -0.28 0.567
H 6.41 3.93 0.10 0.459
H 7.66 2.14 1.30 0.547
H 4.06 -0.10 1.79 0.616



3.
29
Properties=species:S:1:pos:R:3:nbo_charge:R:1 method="wB97M-V/def2-TZVPD" e_homo_ev="-9.9 / -9.9" charge=+1 gap_ev="4.88 / 4.88"
C 0.25 -0.30 -1.11 -0.407
C -0.68 -0.91 -2.01 -0.320
C -0.42 -2.29 -2.02 -0.270
C 0.73 -2.59 -1.26 -0.297
C 1.13 -1.36 -0.61 -0.399
Zr 0.71 1.01 1.66 1.725
P -0.90 2.91 1.15 -0.046
H 0.37 0.80 -0.97 0.153
H -1.40 -0.39 -2.66 0.222
H -1.00 -3.03 -2.56 0.222
H 2.00 -1.21 0.04 0.186
H 1.19 -3.58 -1.15 0.227
H -2.17 3.34 1.61 0.087
H -1.14 3.06 -0.25 0.106
H -0.22 4.15 1.22 0.060
N -1.07 -0.57 1.65 -0.818
C -0.66 -0.28 2.97 0.025
C 0.75 -0.54 3.23 -0.431
C 1.42 0.59 3.85 -0.606
C 0.69 1.28 4.88 -0.105
C -0.69 1.25 4.83 -0.286
C -1.37 0.66 3.74 -0.185
H -0.84 -1.47 1.21 0.459
H -1.98 -0.23 1.28 0.424
H 1.26 -1.47 2.93 0.261
H 2.50 0.67 3.90 0.261
H 1.23 1.70 5.73 0.251
H -1.28 1.72 5.61 0.247
H -2.45 0.82 3.57 0.255



4.
35
Properties=species:S:1:pos:R:3:nbo_charge:R:1 method="wB97M-V/def2-TZVPD" e_homo_ev=-8.5 gap_ev=9.31 e_above_lowest_kcal_mol=216.5 smiles=CCCCOc1ccccc1OCCC
C -2.66 -0.31 -0.90 -0.656
C -2.69 -1.20 0.27 -0.434
C -2.05 -2.63 0.10 -0.407
C -0.79 -2.50 -0.54 -0.085
O 0.10 -1.75 0.33 -0.554
C 1.31 -1.33 0.30 0.326
C 2.56 -1.79 0.74 -0.296
C 3.88 -1.39 0.24 -0.236
C 4.00 -0.28 -0.53 -0.237
C 2.66 0.49 -0.79 -0.252
C 1.42 -0.04 -0.48 0.222
O 0.26 0.88 -0.46 -0.574
C -0.13 1.50 0.81 -0.068
C -1.02 2.66 0.43 -0.433
C 0.09 3.69 0.00 -0.620
H -1.72 0.34 -1.17 0.254
H -3.17 -0.60 -1.65 0.205
H -3.44 0.48 -0.69 0.214
H -2.13 -1.11 1.16 0.228
H -3.64 -1.25 0.80 0.212
H -2.63 -3.53 -0.54 0.212
H -1.97 -2.96 1.29 0.217
H -0.40 -3.41 -1.20 0.198
H -0.77 -1.68 -1.20 0.211
H 2.37 -2.56 1.63 0.224
H 4.80 -2.05 0.84 0.235
H 4.93 0.14 -1.30 0.243
H 2.76 1.54 -1.19 0.227
H -0.59 0.78 1.40 0.172
H 0.63 1.94 1.45 0.178
H -1.89 2.52 -0.41 0.230
H -1.29 3.27 1.38 0.230
H 1.24 3.56 -0.62 0.219
H -0.53 4.42 -0.54 0.205
H 0.52 4.15 1.05 0.189



5.
12
Properties=species:S:1:pos:R:3:nbo_charge:R:1 method="wB97M-V/def2-TZVPD" e_homo_ev=-13.6 charge=+1 gap_ev=9.86 e_above_lowest_kcal_mol=57.8
N 0.98 -0.70 -1.23 -0.869
H 0.91 -0.97 -0.31 0.445
H 1.98 -0.67 -1.70 0.470
H 0.59 0.24 -1.19 0.464
H 0.30 -1.15 -1.76 0.437
C -0.11 -0.24 1.61 -0.556
C -0.87 0.50 0.68 0.144
O -0.63 1.28 -0.49 -0.747
H -0.74 -0.98 2.02 0.248
H 0.85 0.09 1.91 0.239
H -1.94 0.59 0.97 0.189
H -1.31 2.01 -0.52 0.535



6.
258
Properties=species:S:1:pos:R:3:mulliken_charge:R:1 method="wB97M-V/def2-TZVPD" e_homo_ev=-7.9 gap_ev=8.19
C 2.06 1.96 -1.08 -0.298
C 0.69 1.50 -0.60 1.889
N 0.44 0.07 -0.49 1.526
C -1.01 -0.23 -0.35 -0.971
C -1.63 0.21 0.97 0.932
C 1.21 -0.53 0.59 0.135
C 1.06 -2.02 0.63 0.847
H 2.28 1.71 -2.12 -0.757
H 2.85 1.55 -0.51 -0.214
H 2.09 3.04 -0.99 0.199
H 0.42 1.95 0.36 -0.814
H 0.06 1.93 -1.38 -0.612
H -1.49 0.30 -1.14 0.169
H -1.11 -1.29 -0.47 0.405
H -1.17 -0.19 1.91 -1.112
H -1.61 1.31 1.00 -0.479
H -2.67 -0.13 0.95 0.279
H 0.84 -0.16 1.53 0.135
H 2.23 -0.22 0.50 0.257
H 1.10 -2.42 -0.45 -0.896
H 0.14 -2.36 1.09 0.022
H 1.89 -2.45 1.16 -1.127
C -5.37 2.25 2.62 -1.219
C -6.32 1.19 3.12 0.613
N -7.35 1.68 4.00 -0.039
C -6.86 2.42 5.21 -0.681
C -6.29 1.65 6.36 -0.828
C -8.29 0.60 4.39 -0.049
C -9.47 1.18 5.07 -1.441
H -4.86 1.99 1.69 -0.441
H -4.57 2.56 3.29 0.254
H -5.94 3.15 2.34 0.678
H -6.77 0.62 2.30 0.241
H -5.59 0.50 3.66 -0.165
H -6.14 3.19 4.89 0.409
H -7.72 3.04 5.52 0.418
H -7.04 1.02 6.86 0.289
H -5.47 0.99 6.01 -0.006
H -5.84 2.37 7.01 0.426
H -7.83 -0.18 5.00 0.003
H -8.69 0.15 3.47 0.436
H -9.61 2.16 4.61 0.330
H -9.34 1.32 6.14 0.279
H -10.35 0.56 4.97 0.448
C 0.14 -6.04 2.26 -0.642
C 1.49 -6.73 2.45 -0.303
N 2.53 -5.72 3.02 -0.154
C 2.92 -4.85 1.91 2.907
C 3.79 -3.67 2.33 -2.102
C 3.70 -6.43 3.53 0.113
C 3.38 -7.42 4.57 -1.555
H -0.20 -5.81 3.25 0.315
H -0.64 -6.66 1.79 0.278
H 0.26 -5.12 1.74 -0.543
H 1.34 -7.42 3.28 0.783
H 1.84 -7.28 1.55 -0.252
H 3.44 -5.46 1.14 -0.742
H 1.98 -4.44 1.48 -1.126
H 3.83 -2.92 1.53 -0.037
H 3.26 -3.29 3.15 0.785
H 4.77 -3.95 2.71 0.514
H 4.32 -5.67 3.96 0.418
H 4.22 -6.95 2.75 -0.047
H 2.67 -8.19 4.21 0.369
H 3.04 -7.04 5.50 0.347
H 4.28 -8.01 4.76 0.462
C 2.08 2.89 -8.84 -1.435
C 2.26 2.22 -7.50 -0.174
N 1.92 2.99 -6.34 0.215
C 0.59 3.63 -6.30 -0.065
C -0.59 2.68 -6.38 -1.013
C 2.05 2.26 -5.09 0.601
C 3.54 1.91 -4.81 -1.897
H 2.29 2.32 -9.77 0.381
H 2.64 3.85 -8.93 0.332
H 1.03 3.31 -8.90 0.272
H 1.80 1.22 -7.53 0.190
H 3.34 2.04 -7.39 0.424
H 0.44 4.27 -5.42 -0.375
H 0.59 4.42 -7.10 0.651
H -0.75 2.24 -5.37 -0.206
H -1.49 3.05 -6.93 0.377
H -0.28 1.91 -7.01 0.528
H 1.55 1.31 -5.00 0.071
H 1.71 2.97 -4.33 0.343
H 3.75 1.03 -5.41 0.734
H 3.69 1.49 -3.80 -0.225
H 4.25 2.66 -4.98 0.529
C 2.31 -9.75 -0.42 -0.928
C 2.11 -8.72 -1.57 -0.469
N 3.05 -7.56 -1.53 0.866
C 4.46 -7.93 -1.75 -0.721
C 5.35 -7.01 -0.98 -0.811
C 2.65 -6.49 -2.40 -1.514
C 1.89 -5.25 -1.85 1.435
H 3.28 -10.23 -0.39 0.366
H 1.52 -10.53 -0.56 0.400
H 2.07 -9.21 0.53 0.096
H 2.22 -9.18 -2.58 0.386
H 1.15 -8.25 -1.42 0.045
H 4.61 -8.93 -1.36 0.487
H 4.66 -8.07 -2.83 0.357
H 6.38 -7.33 -0.96 0.523
H 5.44 -5.98 -1.44 0.148
H 5.06 -6.87 0.06 -0.079
H 2.04 -6.83 -3.29 -0.006
H 3.59 -6.15 -2.83 0.521
H 1.03 -5.61 -1.26 -0.736
H 1.51 -4.68 -2.68 0.339
H 2.47 -4.59 -1.22 -0.540
C -5.78 -3.00 4.80 -0.898
C -4.34 -3.36 4.60 -0.664
N -3.50 -2.26 3.97 1.009
C -2.22 -2.74 3.50 0.368
C -2.27 -3.43 2.15 0.964
C -3.34 -1.12 4.90 -1.301
C -2.83 0.17 4.41 1.028
H -6.29 -3.04 3.89 0.313
H -5.82 -1.93 5.10 0.002
H -6.32 -3.64 5.56 0.339
H -4.01 -3.58 5.62 0.316
H -4.21 -4.21 3.94 0.448
H -1.48 -1.88 3.40 -0.631
H -1.83 -3.56 4.22 0.284
H -1.44 -4.13 2.03 -1.220
H -3.19 -4.04 2.21 1.056
H -2.40 -2.67 1.38 -0.741
H -2.58 -1.42 5.67 0.286
H -4.24 -1.02 5.50 0.695
H -2.79 0.91 5.27 0.540
H -3.50 0.48 3.65 -0.933
H -1.83 0.06 3.97 -0.988
C -2.73 7.03 -3.57 -1.476
C -1.22 6.78 -3.58 0.595
N -0.64 7.39 -2.38 0.349
C 0.78 7.59 -2.61 -0.180
C 1.16 8.86 -3.37 -1.628
C -0.97 6.64 -1.18 -1.988
C -0.37 5.20 -1.14 3.240
H -3.27 6.45 -2.73 0.062
H -3.19 6.59 -4.45 0.453
H -2.91 8.13 -3.52 0.350
H -1.03 5.65 -3.60 -0.414
H -0.71 7.18 -4.47 0.524
H 1.25 7.54 -1.63 0.420
H 1.19 6.77 -3.20 0.061
H 0.56 9.68 -2.97 0.389
H 2.24 9.05 -3.48 0.404
H 0.75 8.72 -4.33 0.328
H -2.05 6.54 -1.09 0.418
H -0.74 7.25 -0.31 0.435
H 0.71 5.19 -1.14 -0.186
H -0.67 4.66 -2.08 -0.884
H -0.74 4.65 -0.26 -1.520
C 0.72 -0.80 5.67 -1.880
C 1.99 -0.62 4.94 0.475
N 2.30 0.77 4.70 0.640
C 3.35 0.92 3.65 0.063
C 3.28 2.11 2.79 -1.344
C 2.61 1.53 5.89 -0.759
C 3.94 1.14 6.61 -1.202
H -0.10 -0.29 5.17 0.448
H 0.70 -0.37 6.69 0.404
H 0.44 -1.85 5.66 0.517
H 2.75 -1.11 5.58 0.211
H 1.94 -1.06 3.92 -0.329
H 4.33 0.84 4.15 0.327
H 3.42 0.00 2.98 -0.217
H 2.32 2.19 2.26 -0.050
H 3.37 3.06 3.28 0.510
H 4.02 2.09 1.99 0.338
H 1.79 1.54 6.63 0.471
H 2.76 2.52 5.56 0.279
H 3.93 0.16 7.06 0.308
H 3.97 1.78 7.47 0.456
H 4.89 1.25 6.07 0.315
C 3.94 5.78 -4.38 -1.877
C 3.89 5.09 -3.02 2.520
N 5.05 5.37 -2.27 -0.015
C 4.97 5.11 -0.82 -0.298
C 3.95 6.10 -0.15 -0.811
C 6.22 4.67 -2.86 -0.418
C 6.29 3.20 -2.43 -0.749
H 4.17 6.86 -4.24 0.293
H 2.96 5.66 -4.82 0.275
H 4.71 5.35 -4.94 0.688
H 2.99 5.51 -2.50 -1.139
H 3.63 4.03 -3.29 -1.194
H 4.79 4.05 -0.72 0.126
H 5.94 5.35 -0.40 0.500
H 4.42 6.73 0.64 0.451
H 3.61 6.75 -1.00 0.138
H 3.03 5.55 0.16 0.012
H 7.18 5.13 -2.64 0.354
H 6.00 4.64 -3.91 0.194
H 5.25 2.86 -2.61 -0.087
H 6.68 2.93 -1.49 0.399
H 6.91 2.67 -3.17 0.452
C -0.54 4.99 2.84 -0.216
C -0.98 3.68 2.23 1.010
O -2.35 3.91 1.94 0.466
C -2.80 4.94 2.62 0.408
O -3.93 5.35 2.57 -0.576
O -1.80 5.52 3.32 -0.436
H -0.23 5.65 2.09 0.094
H 0.17 4.83 3.64 0.371
H -0.73 2.86 2.87 0.434
H -0.57 3.68 1.25 -1.253
C -6.09 -2.41 -1.20 -0.621
C -5.59 -1.61 -0.03 0.856
O -4.74 -0.62 -0.60 -0.107
C -4.48 -0.90 -1.95 0.263
O -3.66 -0.35 -2.58 -0.343
O -5.17 -2.00 -2.35 -0.497
H -7.13 -2.20 -1.45 0.351
H -5.92 -3.46 -1.05 0.295
H -5.02 -2.17 0.71 -0.260
H -6.41 -1.10 0.44 -0.060
C 3.93 -2.09 -1.77 0.806
C 3.93 -0.89 -2.75 0.183
O 4.85 0.04 -2.09 -0.318
C 5.00 -0.36 -0.80 0.387
O 5.57 0.35 -0.04 -0.582
O 4.34 -1.49 -0.50 -0.177
H 4.61 -2.87 -2.07 0.288
H 2.92 -2.40 -1.71 -0.917
H 2.92 -0.46 -2.94 -0.247
H 4.41 -1.16 -3.68 0.712
C -0.82 -0.68 -3.93 0.945
C -1.45 -2.02 -4.06 -0.277
O -0.33 -2.90 -3.82 -0.223
C 0.80 -2.22 -4.23 0.381
O 1.86 -2.76 -4.39 -0.629
O 0.55 -0.92 -4.47 -0.264
H -0.65 -0.47 -2.90 -0.751
H -1.17 0.12 -4.53 0.337
H -1.75 -2.19 -5.10 0.415
H -2.26 -2.26 -3.39 -0.150
C -4.76 3.29 -2.08 -0.673
C -4.04 2.75 -0.82 1.177
O -2.66 2.68 -1.20 1.119
C -2.55 2.84 -2.50 0.152
O -1.56 2.81 -3.12 -0.625
O -3.77 3.19 -3.07 -0.474
H -5.08 4.34 -1.99 0.288
H -5.57 2.70 -2.36 0.399
H -4.27 1.69 -0.70 -0.855
H -4.11 3.28 0.13 -0.100
C -1.75 -6.82 -1.24 0.497
C -1.83 -5.95 -2.50 -0.240
O -2.61 -4.88 -2.03 -0.223
C -3.26 -5.11 -0.94 0.512
O -3.83 -4.30 -0.30 -0.450
O -2.88 -6.40 -0.44 -0.415
H -0.86 -6.58 -0.64 -0.512
H -1.81 -7.89 -1.35 0.388
H -2.34 -6.52 -3.26 0.303
H -0.83 -5.73 -2.86 0.126